Below is an isolated molecule of C8H11Br2N3 at a distorted geometry, with properties calculated with ωB97M-V/def2-TZVPD.

Element x y z (Å)
C: 2.8090 -0.5682 0.9701
C: 1.6876 -0.0380 0.2401
C: 1.0598 -0.6764 -0.7538
C: 1.3848 -2.1558 -1.1246
Br: 0.6933 -3.3880 0.4001
C: -0.0302 0.0423 -1.4772
Br: -0.1934 -0.1910 -3.3609
C: -1.1389 0.8588 -0.8465
C: -1.8356 1.6550 -1.7660
N: -2.5173 2.2854 -2.4410
N: -1.3730 0.9672 0.4761
C: -2.4504 1.8424 0.9419
N: -0.9034 0.0338 1.4267
H: 3.0853 0.2304 1.7346
H: 2.3118 -1.4287 1.5797
H: 3.6660 -0.9121 0.4400
H: 1.3484 0.9754 0.6404
H: 2.3897 -2.3612 -1.1527
H: 0.8199 -2.5395 -2.0222
H: -2.0342 2.8022 0.8465
H: -3.4042 1.6600 0.2570
H: -2.7325 1.7449 1.9459
H: -0.9712 -0.9779 0.9516
H: -1.6712 0.1388 2.0943

Summary:
* highest occupied orbital energy (alpha / beta): -0.274 / -0.274 hartree
* SMILES: C/C=C(CBr)/C(Br)=C(/C#N)N(C)N
* energy: -5623.57368 Eh
* LUMO (alpha / beta): 0.1 / 0.1 eV